Entry 1:
Computed, not measured: a molecular structure, C26H58InP4S at a distorted geometry, with ωB97M-V/def2-TZVPD.

Summary:
E_tot = -81043.0137 eV
HOMO level = -13.9 eV
LUMO = -9.0 eV
charge = +3
HOMO-LUMO gap = 4.9 eV

Element x y z (Å)
In 0.411 -0.708 0.441
P 2.797 -1.356 0.760
P 0.324 0.310 3.131
P 0.494 0.292 -1.952
H 0.461 3.270 1.638
C -0.064 3.064 0.706
C -1.345 2.659 0.679
H -1.931 2.526 1.589
C 4.033 -0.042 0.831
C 3.056 -2.372 2.234
C 3.222 -2.384 -0.675
C -0.848 1.471 3.918
C 0.209 -0.987 4.419
C 1.851 1.102 3.779
C -0.737 1.426 -2.659
C 0.351 -1.162 -3.043
C 2.118 0.979 -2.405
H 0.486 3.270 -0.214
H -1.880 2.510 -0.260
H 5.027 -0.512 0.881
H 3.887 0.592 1.716
H 3.982 0.600 -0.059
H 4.037 -2.858 2.133
H 2.286 -3.152 2.326
H 3.043 -1.770 3.153
H 4.170 -2.888 -0.445
H 3.337 -1.785 -1.588
H 2.453 -3.144 -0.866
H -0.566 1.521 4.980
H -1.873 1.092 3.838
H -0.786 2.468 3.470
H 0.543 -0.520 5.355
H 0.845 -1.849 4.195
H -0.832 -1.312 4.526
H 1.632 1.362 4.827
H 2.080 2.015 3.214
H 2.706 0.413 3.745
H -0.536 1.547 -3.733
H -0.693 2.413 -2.184
H -1.754 1.034 -2.534
H 0.567 -0.835 -4.070
H -0.662 -1.587 -3.004
H 1.062 -1.950 -2.763
H 2.135 1.188 -3.485
H 2.939 0.289 -2.172
H 2.301 1.916 -1.861
C 1.367 5.695 -3.822
C 2.544 6.413 -4.141
C 2.549 7.813 -4.079
C 1.373 8.518 -3.782
C 0.170 7.817 -3.608
C 0.160 6.425 -3.678
S 1.243 3.976 -3.561
H 2.499 3.411 -3.461
H 3.447 5.862 -4.411
H 3.478 8.368 -4.246
H 1.388 9.602 -3.683
H -0.760 8.351 -3.399
H -0.779 5.879 -3.576
C 0.125 -4.608 0.137
C -1.163 -3.947 -0.399
C -2.282 -4.995 -0.403
P -1.569 -2.357 0.446
C -2.771 -1.371 -0.553
C -3.713 -2.200 -1.409
C -3.577 -0.410 0.323
C -2.251 -2.782 2.098
C -3.694 -3.288 2.079
C -1.388 -3.779 2.879
H -0.097 -5.269 0.993
H 0.899 -3.885 0.440
H 0.531 -5.232 -0.675
H -0.999 -3.618 -1.443
H -2.395 -5.476 0.580
H -3.256 -4.620 -0.739
H -1.973 -5.780 -1.109
H -2.147 -0.788 -1.252
H -4.413 -2.771 -0.786
H -4.321 -1.526 -2.030
H -3.203 -2.884 -2.094
H -2.978 0.076 1.101
H -4.001 0.376 -0.316
H -4.419 -0.922 0.804
H -2.226 -1.815 2.630
H -3.781 -4.246 1.550
H -4.006 -3.457 3.120
H -4.402 -2.581 1.641
H -0.310 -3.597 2.808
H -1.654 -3.717 3.944
H -1.584 -4.814 2.569

Cartesian forces (eV/Å) of the 6 atoms listed first:
In -0.70 0.63 1.02
P 0.48 -0.36 -0.11
P 0.23 0.26 1.08
P -0.01 0.07 -0.92
H -0.13 0.01 -0.15
C -0.70 -0.35 -0.14

---

Entry 2:
Computed, not measured: a gas-phase ion, C10H16NOS (charge +1) at a distorted geometry, with ωB97M-V/def2-TZVPD.

Summary:
E_tot = -24990.4288 eV
HOMO level = -12.5 eV
structure (SMILES) = C\C(=C/C=C\C=C\[NH+](C)C)SC=O
LUMO = -3.3 eV
charge = +1
HOMO-LUMO gap = 9.1 eV

Element x y z (Å)
C -0.266 0.569 2.578
C -0.596 -0.746 2.546
C -0.314 1.362 1.365
C -0.807 -1.461 1.301
C -1.441 -3.306 -1.173
C 0.239 0.898 0.216
C 0.187 -1.441 0.411
C 1.612 -1.740 0.506
C -0.592 2.938 -1.302
C 1.211 1.375 -1.770
N -0.089 1.490 -1.146
O -2.082 -3.657 -2.108
S -0.333 -1.874 -1.323
H -0.361 1.121 3.585
H -0.906 -1.424 3.401
H -0.996 2.215 1.390
H -1.838 -1.732 1.007
H -1.269 -3.816 -0.177
H 1.198 0.442 0.059
H 2.018 -1.720 1.546
H 2.378 -1.157 -0.074
H 1.634 -2.897 0.381
H 0.098 3.722 -1.056
H -0.669 3.133 -2.322
H -1.495 3.024 -0.768
H 1.870 1.812 -1.088
H 1.238 0.288 -1.818
H 1.360 1.731 -2.720
H -0.989 0.850 -1.446

Cartesian forces (eV/Å) of the 6 atoms listed first:
C -0.75 0.68 1.97
C -0.77 -1.96 0.92
C 0.42 -0.65 -0.71
C 0.21 0.95 0.27
C 0.80 -0.16 0.21
C -0.71 2.72 0.68

---

Entry 3:
Computed, not measured: 5 unconnected molecules or ions with the total composition C4H18N2O6 at a distorted geometry, with ωB97M-V/def2-TZVPD.

Summary:
E_tot = -19704.5039 eV
HOMO level = -9.2 eV
structure (SMILES) = CNC(=O)[C@@H](N)CO.O.O.O.O
LUMO = 0.2 eV
HOMO-LUMO gap = 9.4 eV

Element x y z (Å)
N 1.171 -0.094 -0.612
C 0.109 -0.186 0.323
C 0.406 -1.255 1.407
O -0.666 -0.878 2.365
C -0.163 1.173 0.979
N -1.242 1.918 0.751
C -2.457 1.447 0.066
O 0.786 1.732 1.573
H 2.049 0.389 -0.464
H 0.872 0.101 -1.571
H -0.812 -0.425 -0.226
H 0.177 -2.294 1.206
H 1.335 -0.909 1.863
H -0.335 -1.069 3.256
H -1.321 2.872 1.067
H -2.290 1.396 -1.018
H -3.332 2.047 0.246
H -2.687 0.449 0.430
H -0.580 -0.171 -3.981
H -0.753 -1.094 -2.883
O -0.439 -0.184 -3.022
H 2.435 1.430 1.430
H 3.256 2.463 0.419
O 3.254 1.627 0.906
H -2.282 -2.704 0.744
H -1.806 -1.792 -0.335
O -2.596 -2.255 -0.059
H 1.922 -1.825 -2.326
H 1.533 -1.424 -3.817
O 1.638 -2.157 -3.199

Cartesian forces (eV/Å) of the 6 atoms listed first:
N 0.59 -0.43 -2.48
C -0.49 -0.46 -0.11
C -2.38 3.01 1.30
O 0.59 -0.75 0.47
C 2.46 1.78 1.01
N -2.42 -0.37 -0.92

---

Entry 4:
Computed, not measured: a gas-phase ion, C3H9NS2 (charge +1) at a distorted geometry, with ωB97M-V/def2-TZVPD.

Summary:
E_tot = -26408.3776 eV
<S²> = 0.7541
HOMO level (spin up / spin down) = -14.1 / -14.0 eV
2S+1 = 2
LUMO (spin up / spin down) = -4.7 / -7.8 eV
charge = +1
HOMO-LUMO gap (spin up / spin down) = 9.3 / 6.3 eV

Element x y z (Å)
N -1.107 0.351 -1.137
C 0.040 0.758 -0.277
C 1.245 0.954 -1.135
C 0.159 -0.301 0.783
S -1.275 -1.048 1.466
S -0.349 -2.684 2.204
H -1.046 0.909 -2.021
H -1.956 0.827 -0.740
H -0.217 1.679 0.263
H 1.181 1.769 -1.870
H 1.968 1.184 -0.346
H 1.361 0.148 -1.765
H 0.412 -1.173 0.260
H 0.906 -0.186 1.492
H -1.321 -3.186 2.823

Cartesian forces (eV/Å) of the 6 atoms listed first:
N -1.26 1.96 -0.04
C -3.07 1.22 -0.48
C 0.05 1.92 1.80
C 0.21 -0.72 -1.36
S -1.21 -0.26 0.92
S 2.30 1.53 -1.57

---

Entry 5:
Computed, not measured: a gas-phase ion, C2H7N4O3 (charge +1) at a distorted geometry, with ωB97M-V/def2-TZVPD.

Summary:
E_tot = -14281.3896 eV
HOMO level = -14.6 eV
structure (SMILES) = NC(=O)NC(=[NH2+])N(O)O
LUMO = -3.3 eV
charge = +1
HOMO-LUMO gap = 11.3 eV

Element x y z (Å)
C 0.522 -0.375 -0.025
C -1.973 -0.018 0.011
N -2.801 1.016 0.028
N -0.573 0.454 0.048
N 1.772 0.190 -0.088
N 0.380 -1.719 -0.066
O -2.217 -1.176 -0.007
O 2.014 1.550 -0.093
O 2.902 -0.579 0.095
H -2.676 1.916 -0.394
H -3.746 0.589 0.028
H -0.400 1.484 0.302
H -0.372 -2.281 -0.158
H 1.183 -2.255 0.220
H 2.693 1.660 -0.846
H 3.292 -0.456 0.945

Cartesian forces (eV/Å) of the 6 atoms listed first:
C -1.08 0.09 0.10
C 3.02 1.26 -0.33
N -2.61 -1.03 0.35
N 1.24 1.31 0.16
N -0.16 -0.84 0.57
N 4.67 2.74 0.83

---

Entry 6:
Computed, not measured: 18 unconnected molecules or ions with the total composition H35O18 at a distorted geometry, with ωB97M-V/def2-TZVPD.

Summary:
E_tot = -37423.7929 eV
HOMO level = -5.5 eV
LUMO = 1.9 eV
charge = -1
HOMO-LUMO gap = 7.5 eV

Element x y z (Å)
O 3.577 -0.249 4.423
H -2.298 2.918 -3.553
H 0.726 -5.950 1.819
O 1.837 0.817 -1.837
H -3.412 -2.644 -1.550
O -3.565 -0.821 0.844
H -1.719 2.976 3.043
H -3.586 0.128 0.657
O 3.619 0.294 -3.539
H 0.328 1.011 0.379
H 2.662 0.516 -3.405
O 0.034 5.689 -2.351
H -0.140 5.942 -1.448
H 2.803 -0.695 4.767
O -0.787 -3.261 -1.222
H -1.503 3.683 -4.446
H -0.493 -4.164 -1.144
O -2.385 3.310 -4.431
H 1.690 -3.447 -1.854
H -3.756 -0.911 1.780
O -0.408 1.779 -2.508
H -2.310 0.249 2.624
H 3.163 -3.301 -2.218
O -2.829 2.241 -0.257
H -2.243 2.485 0.453
H -0.143 2.217 -0.356
O 0.874 -1.193 -0.516
H 0.111 -1.136 -1.085
H 0.953 3.784 3.009
O 2.451 -3.939 -2.170
H 1.452 2.807 1.954
H -2.351 1.691 -0.881
O -1.540 3.480 2.248
H -0.811 3.071 1.771
H 3.631 -0.397 -2.868
O 1.732 3.289 2.731
H -0.941 1.827 -3.308
H 0.009 -2.748 -1.032
O -0.208 -6.094 1.669
H 0.195 4.779 -2.556
H 3.372 0.247 3.626
O 0.253 1.973 0.496
H 2.182 0.955 -0.949
H 1.535 -0.453 -0.813
O 2.716 -3.897 3.646
H -0.318 -6.203 0.720
H 2.623 -2.939 3.565
O -3.437 -3.540 -1.223
H 0.029 0.918 -2.609
H -3.204 -3.588 -0.305
O -1.617 0.293 3.239
H -1.739 0.244 4.144
H 3.188 -4.043 2.828

Cartesian forces (eV/Å) of the 6 atoms listed first:
O 0.73 -0.18 0.20
H -0.98 -0.02 0.19
H 0.24 0.12 -0.03
O -0.49 -0.89 0.89
H 0.31 0.27 0.53
O 0.14 0.15 -0.01